No. 1
DFT (ωB97M-V with the def2-TZVPD basis set) results for C33H57N6O2P2PdS2 as an isolated structure.

Its orbital gap (spin up / spin down) is 7.533 / 6.061 eV. The lowest unoccupied orbital energy (spin up / spin down) comes out at -0.06187 / -0.17517 Eh.

Geometry as ORCA input:
```
! wB97M-V def2-TZVPD RIJCOSX def2/J DEFGRID3
* xyz 1 5
N 0.2183 3.7995 -1.7397
C 4.2230 2.2649 -1.1514
C -0.8626 2.3970 1.5747
H -4.3103 -1.0941 -5.1432
H 5.2002 2.8285 4.6592
H -4.7954 -0.7598 1.7307
S -2.5981 -1.6239 -0.0491
H 0.9614 -0.2930 -3.5029
C 4.2303 0.9699 2.0859
H -5.7955 2.8204 -0.4179
C -2.0104 -1.1887 3.6206
H -0.7141 5.4344 -1.3126
H 2.0737 -2.5551 0.9835
H -3.0229 1.9863 3.1259
H 3.6594 -2.3853 -0.9691
H -7.0819 2.0047 0.4793
C 3.1535 -2.6089 1.0960
H 1.3318 -1.3943 -4.8334
H -6.4738 -0.1960 1.7891
H 0.9923 -2.3139 3.0580
H -4.9371 1.7229 1.6414
C 4.5143 0.2100 -2.5809
H 0.9014 0.8090 4.0413
H -3.8707 -0.6228 5.5180
H 2.9214 1.6475 5.1360
C -1.2543 1.1354 2.2892
C 5.4164 1.9168 4.1015
P -3.2852 0.0452 -0.9034
H -2.2972 -2.0972 4.1396
N 0.9093 2.7486 -1.4082
H -4.8798 -0.5510 4.0836
H 1.6522 -4.5069 -2.7983
O -4.4733 -0.2267 -1.9033
H -3.3225 -1.6367 -2.9133
H 5.1747 1.0260 1.5569
S -1.6093 0.6393 -1.7416
C -6.1737 1.8482 -0.1044
H -0.2487 -1.4611 -4.0398
H 5.7041 -2.9199 0.3898
H 0.6664 5.1826 -0.4319
H 3.9651 2.6526 -0.1651
C -0.8486 -1.1938 2.8635
Pd 0.8404 -0.2642 -0.6831
H 3.4493 -3.6591 1.1003
C 0.8217 -1.3120 -3.8714
H 5.2899 0.7335 -3.1420
H 5.3912 0.5383 -0.6453
H 0.0046 -2.7448 1.6630
C 1.3527 -2.3462 -2.8824
H 6.2152 2.1236 3.3917
C -5.5830 -0.2635 1.1637
C 0.3996 2.7410 -3.4695
H 0.1992 -4.0081 -3.6684
H 5.6513 -1.3153 1.1036
H 2.4174 -2.1403 -2.7184
C -4.3156 -1.1901 -3.0042
H -6.3720 -1.7968 -2.8544
C 1.8620 0.4309 2.1334
C -0.4681 -0.0140 2.2219
C 1.2450 -3.7560 -3.4772
C 0.6177 -2.2982 -1.5600
H 1.7866 -3.8208 -4.4233
H -0.4640 -2.3512 -1.6822
N -0.1705 4.7461 -0.8041
H -5.3085 -2.9842 -3.6231
C -0.0353 -2.4466 2.7156
C -4.0435 -0.0693 4.5952
C -2.4201 1.0872 3.0486
O -3.8578 1.1373 0.0560
H 5.9575 -1.5120 -0.6314
H 3.4168 -2.1861 2.0688
N 0.7612 0.0121 1.4880
C -5.3790 -2.2474 -2.8226
H 0.1889 2.6470 1.7260
H -1.0148 2.2905 0.4999
H 5.7856 1.1806 4.8195
H 3.5613 0.3694 -3.0911
H -5.3970 0.0700 -4.3694
H 0.3139 2.4240 -4.4942
H -0.4801 -3.2626 3.2827
H -4.3530 0.9416 4.8585
C 4.4466 0.7540 -1.1511
H -5.2525 -2.7619 -1.8698
C -4.4232 -0.4156 -4.2970
P 3.1411 -0.1820 -0.2542
C 3.1162 0.4763 1.4413
H 5.1348 2.7640 -1.4843
C 4.1882 1.4045 3.4150
C 3.8773 -1.8720 -0.0279
H -3.6446 0.3445 -4.3538
N -0.1348 3.8625 -3.0023
H 4.7446 -0.8565 -2.6116
C 2.9674 1.3237 4.1031
C 5.3847 -1.8911 0.2140
H 0.9638 -3.0405 -0.8426
N 1.0500 2.0572 -2.5198
C -2.8066 -0.0539 3.7376
H -1.4660 3.2362 1.9171
C 1.8338 0.8530 3.4958
H 3.4231 2.5286 -1.8383
H -5.8357 -0.8689 0.2917
H -6.4231 1.2627 -0.9888
C -5.1563 1.1305 0.7530
*
```

Results of the Löwdin charge analysis, in e, for atoms 1 through 99: atom 1 (N): -0.282, atom 2 (C): -0.110, atom 3 (C): -0.046, atom 4 (H): 0.092, atom 5 (H): 0.090, atom 6 (H): 0.051, atom 7 (S): 0.535, atom 8 (H): 0.019, atom 9 (C): -0.038, atom 10 (H): 0.090, atom 11 (C): -0.011, atom 12 (H): 0.104, atom 13 (H): 0.021, atom 14 (H): 0.119, atom 15 (H): 0.091, atom 16 (H): 0.093, atom 17 (C): -0.115, atom 18 (H): 0.083, atom 19 (H): 0.098, atom 20 (H): 0.075, atom 21 (H): 0.131, atom 22 (C): -0.106, atom 23 (H): 0.127, atom 24 (H): 0.084, atom 25 (H): 0.126, atom 26 (C): -0.215, atom 27 (C): -0.032, atom 28 (P): -0.132, atom 29 (H): 0.125, atom 30 (N): 0.034, atom 31 (H): 0.071, atom 32 (H): 0.077, atom 33 (O): -0.297, atom 34 (H): 0.102, atom 35 (H): 0.113, atom 36 (S): 0.427, atom 37 (C): -0.035, atom 38 (H): 0.075, atom 39 (H): 0.088, atom 40 (H): 0.106, atom 41 (H): 0.064, atom 42 (C): -0.248, atom 43 (Pd): 0.581, atom 44 (H): 0.093, atom 45 (C): -0.102, atom 46 (H): 0.089, atom 47 (H): 0.089, atom 48 (H): 0.065, atom 49 (C): -0.522, atom 50 (H): 0.082, atom 51 (C): -0.056, atom 52 (C): -0.228, atom 53 (H): 0.083, atom 54 (H): 0.076, atom 55 (H): 0.092, atom 56 (C): -0.467, atom 57 (H): 0.092, atom 58 (C): -0.285, atom 59 (C): -0.259, atom 60 (C): -0.075, atom 61 (C): -0.180, atom 62 (H): 0.080, atom 63 (H): -0.004, atom 64 (N): 0.146, atom 65 (H): 0.092, atom 66 (C): -0.029, atom 67 (C): -0.039, atom 68 (C): -0.012, atom 69 (O): -0.277, atom 70 (H): 0.069, atom 71 (H): 0.084, atom 72 (N): 0.066, atom 73 (C): -0.037, atom 74 (H): 0.073, atom 75 (H): 0.015, atom 76 (H): 0.096, atom 77 (H): 0.065, atom 78 (H): 0.092, atom 79 (H): 0.114, atom 80 (H): 0.086, atom 81 (H): 0.082, atom 82 (C): -0.542, atom 83 (H): 0.077, atom 84 (C): -0.037, atom 85 (P): 1.028, atom 86 (C): -0.263, atom 87 (H): 0.087, atom 88 (C): -0.231, atom 89 (C): -0.513, atom 90 (H): 0.073, atom 91 (N): 0.138, atom 92 (H): 0.069, atom 93 (C): -0.010, atom 94 (C): -0.097, atom 95 (H): 0.043, atom 96 (N): -0.043, atom 97 (C): -0.267, atom 98 (H): 0.084, atom 99 (C): 0.034

No. 2
DFT (ωB97M-V with the def2-TZVPD basis set) results for C33H58BCl3F3MgN4Na2O13S as an isolated structure.

Its orbital gap is 1.107 eV. The lowest unoccupied orbital energy comes out at -0.22131 Eh.

Geometry as ORCA input:
```
! wB97M-V def2-TZVPD RIJCOSX def2/J DEFGRID3
* xyz 1 1
H 1.9339 5.7709 2.5353
H -8.6653 -1.9447 -1.6144
H 1.7338 -6.9575 0.8762
O 2.1739 2.6771 2.2896
Cl 4.3982 -0.8414 -0.8124
C 4.9536 -3.3619 2.3645
C -3.7580 2.8124 -3.5080
H -0.0001 -1.0005 -4.2251
S 2.8755 3.1485 3.4651
O 2.4326 5.0620 0.1067
H 1.7664 3.3988 5.5606
N -6.2018 -0.0017 -3.6247
O 0.9349 6.3339 0.5786
H 5.1375 1.1013 -3.9045
O 3.4603 0.3024 -2.7021
C 2.6829 -4.5471 2.0738
C 5.5290 -7.3170 2.5389
H 4.4072 -6.4751 0.8342
H 3.7782 -5.4746 3.7331
H 1.1338 5.9662 4.8519
H 0.6885 3.7164 4.1670
H 3.3283 2.8151 -1.7789
C 5.4971 8.4883 5.9653
H 3.1827 -1.2145 -4.2340
H 2.1633 -3.7596 2.6371
H -2.2167 -1.9460 -2.6611
N 3.1466 -7.1012 2.4773
C 2.9381 -5.6885 3.0682
Cl -5.5416 3.4333 -3.5989
O -11.2625 -1.4760 -1.8908
H 5.3107 -4.1332 3.0488
H 1.9756 -4.8541 1.2968
C -5.0018 0.4990 -3.5079
H -0.8775 -2.0727 -1.2367
C -3.0878 5.4895 -3.5363
Na -1.6360 6.3960 -5.8007
H 2.0510 -5.7792 3.7078
H 6.1219 8.3847 6.8547
H -8.8723 -0.1997 -1.5375
H 4.5797 4.7605 3.7145
Mg -1.3360 0.0046 0.9337
C 1.3394 5.5137 -0.2533
O 3.7815 2.3043 4.2181
H 4.3486 -4.5241 0.6677
H 5.3251 -9.1853 3.6071
C 3.7147 4.6651 3.0514
C 5.0059 -8.1418 3.7008
H 6.0070 8.1132 5.0756
H 2.0792 -2.3758 -2.2593
C 1.6872 3.8784 4.5817
H -3.1640 5.9640 -2.4620
H 4.2647 -8.2252 1.0549
H 3.5144 -3.0116 0.8333
H 5.8203 -3.0066 1.7978
C 3.4821 -8.0620 3.6475
F -12.5284 -1.9286 0.4645
H 5.2108 2.3596 -1.6818
H 4.6684 3.6573 -2.9498
F -13.1817 0.1412 0.6575
H 3.1517 6.7405 3.3827
C 3.8876 -3.8708 1.4083
H -3.2711 -1.3841 -4.7492
C -2.9833 1.8244 -0.7779
H 5.3952 -7.7717 4.6559
C -3.4670 1.1671 -3.4231
C -2.8629 0.6780 -1.9899
O 0.7493 5.1977 -1.2749
H -3.9928 5.7253 -4.2393
C -1.1945 -1.5121 -2.2416
C -12.8708 -0.8218 -0.2561
O -2.1463 1.5935 -5.7404
C -1.3241 0.1367 -1.9851
C 0.0737 -1.7215 -3.2861
B -2.6925 0.5967 -4.7611
H 6.4211 -7.7608 2.0863
H -2.1359 5.9986 -4.0413
H 3.0564 -9.0445 3.4159
C -2.7075 3.8616 -3.4821
H 4.0401 4.6401 2.0100
O -11.4207 0.7676 -1.4369
N -3.3033 2.7418 0.1120
H -10.5109 -0.3111 -3.4640
C 4.0773 1.4028 -3.4593
H -0.5681 0.7278 -2.6537
C 2.5260 -0.4843 -3.5644
H 0.1173 -2.8416 -3.6856
H 2.0359 -8.6185 1.4527
H 2.7304 5.5433 5.4783
C -10.2540 -1.1988 -2.8750
C 4.3223 2.6642 -2.4081
Cl -0.9063 3.4577 -3.3395
H -8.1108 -0.9279 -2.9671
O 4.4585 6.4439 6.3444
O -9.1948 -0.0302 -4.8129
H -0.9293 0.2772 -0.8660
C 1.8912 -7.5784 1.7607
H -3.5382 -0.2264 -1.6001
H 3.4278 1.8110 -4.3448
C -8.8947 -1.0589 -2.2155
H 4.5739 -2.5262 2.9608
H 3.0330 -7.6812 4.5700
H 5.1934 9.5281 5.8262
C -11.7775 -0.3892 -1.2317
C 1.5378 -1.3588 -2.5636
O 3.1890 8.2342 6.1531
H 1.8620 0.2145 -4.2429
H -8.4771 0.5069 -4.5308
H -10.2403 -2.0494 -3.5650
C 2.0276 5.3659 4.6552
H 5.8039 -6.3174 2.8788
C 4.3670 -7.2654 1.5782
F -14.0360 -1.1306 -0.8946
H 1.0483 -7.5048 2.4530
C 2.6872 5.7515 3.3319
H -2.5019 1.2772 -6.6433
H 1.3270 -0.7645 -1.5523
Na 2.2982 -0.0982 0.3262
O -2.5118 -0.8326 -5.1034
N 4.2815 7.6554 6.1709
*
```

Results of the Löwdin charge analysis, in e, for atoms 1 through 99: atom 1 (H): 0.085, atom 2 (H): 0.074, atom 3 (H): 0.102, atom 4 (O): -0.356, atom 5 (Cl): -0.063, atom 6 (C): -0.090, atom 7 (C): -0.449, atom 8 (H): 0.103, atom 9 (S): 0.671, atom 10 (O): 0.214, atom 11 (H): 0.107, atom 12 (N): 0.184, atom 13 (O): 0.217, atom 14 (H): 0.134, atom 15 (O): -0.490, atom 16 (C): -0.168, atom 17 (C): -0.146, atom 18 (H): 0.120, atom 19 (H): 0.126, atom 20 (H): 0.124, atom 21 (H): 0.106, atom 22 (H): 0.078, atom 23 (C): 0.044, atom 24 (H): 0.149, atom 25 (H): 0.127, atom 26 (H): 0.118, atom 27 (N): -0.239, atom 28 (C): -0.093, atom 29 (Cl): 0.620, atom 30 (O): 0.006, atom 31 (H): 0.046, atom 32 (H): 0.106, atom 33 (C): -0.085, atom 34 (H): 0.092, atom 35 (C): -0.111, atom 36 (Na): 0.849, atom 37 (H): 0.133, atom 38 (H): 0.104, atom 39 (H): 0.078, atom 40 (H): 0.108, atom 41 (Mg): 0.675, atom 42 (C): -0.976, atom 43 (O): -0.330, atom 44 (H): 0.091, atom 45 (H): 0.124, atom 46 (C): -0.223, atom 47 (C): -0.146, atom 48 (H): 0.102, atom 49 (H): 0.116, atom 50 (C): -0.215, atom 51 (H): 0.129, atom 52 (H): 0.145, atom 53 (H): 0.049, atom 54 (H): 0.086, atom 55 (C): -0.081, atom 56 (F): 0.133, atom 57 (H): 0.085, atom 58 (H): 0.083, atom 59 (F): 0.133, atom 60 (H): 0.118, atom 61 (C): -0.268, atom 62 (H): 0.124, atom 63 (C): -0.166, atom 64 (H): 0.125, atom 65 (C): -0.203, atom 66 (C): -0.216, atom 67 (O): 0.104, atom 68 (H): 0.081, atom 69 (C): -0.179, atom 70 (C): -0.473, atom 71 (O): 0.015, atom 72 (C): -0.261, atom 73 (C): -0.194, atom 74 (B): -0.438, atom 75 (H): 0.134, atom 76 (H): 0.003, atom 77 (H): 0.131, atom 78 (C): -0.555, atom 79 (H): 0.098, atom 80 (O): 0.138, atom 81 (N): 0.125, atom 82 (H): 0.093, atom 83 (C): -0.263, atom 84 (H): 0.109, atom 85 (C): -0.186, atom 86 (H): 0.126, atom 87 (H): 0.108, atom 88 (H): 0.079, atom 89 (C): -0.240, atom 90 (C): -0.101, atom 91 (Cl): 0.658, atom 92 (H): 0.009, atom 93 (O): 0.039, atom 94 (O): -0.292, atom 95 (H): -0.150, atom 96 (C): 0.025, atom 97 (H): 0.164, atom 98 (H): 0.109, atom 99 (C): -0.093